101
Properties=species:S:1:pos:R:3:forces:R:3:lowdin_charge:R:1 method="wB97M-V/def2-TZVPD" homo_ev=-7.1 gap_ha=0.25341 e_above_lowest_kcal_mol=2.03 lumo_ev=-0.20
C 2.33210 0.42438 0.96590 -0.0102 0.0225 0.0173 -0.127
C 0.97167 5.20110 -1.72628 0.0030 0.0255 -0.0001 -0.080
C 5.99556 0.97399 5.26791 0.0212 0.0048 -0.0335 -0.192
H 2.25944 -3.67432 -0.75528 0.0065 -0.0005 0.0063 0.124
H -0.89675 -4.64351 -3.13774 0.0358 0.0069 -0.0217 0.076
H -3.04406 -2.56106 3.58659 -0.0013 -0.0063 0.0033 0.117
H -5.45607 0.76920 -1.00903 -0.0043 -0.0074 0.0007 0.128
C -3.67861 -2.75807 0.29129 -0.0418 -0.1422 0.0566 -0.557
H -4.31071 -3.39651 2.74963 -0.0015 -0.0003 0.0034 0.052
H -0.19489 6.93673 -1.17337 -0.0001 0.0086 0.0022 0.094
C -3.29114 -1.17086 -2.86928 0.0955 0.0512 -0.1334 -0.372
C 6.56732 1.17746 7.93876 0.0026 -0.0005 -0.0084 -0.094
C 0.90076 -0.38560 2.55296 -0.0055 0.0158 0.0218 -0.131
F -2.05863 3.55384 -3.98349 0.0138 0.0014 -0.0060 0.097
C 1.24329 -3.35719 1.11724 0.0136 -0.0121 0.0340 -0.085
H -3.01745 -2.61258 -0.55624 0.0009 -0.0077 -0.0235 0.018
C -1.37304 -4.41624 -2.18500 0.0223 0.0290 0.0045 -0.098
H 2.06823 -1.98570 -0.30377 -0.0082 0.0003 0.0125 0.077
C 0.26161 3.06104 -0.81276 0.0509 0.0557 0.0232 -0.358
H 0.39168 -2.79988 1.50403 -0.0325 0.0145 -0.0025 0.043
C 1.55874 -2.94681 -0.31185 0.0233 0.0195 -0.0063 -0.263
N -1.79019 1.78441 0.87407 -0.0572 0.0649 0.0824 -0.060
H 2.31817 -1.10020 -2.12441 0.0085 -0.0006 -0.0626 0.105
C 0.80049 -2.58304 -2.55945 -0.0673 -0.0626 0.0078 -0.204
C 7.58126 1.32258 6.97686 -0.0006 0.0015 0.0068 -0.095
O -2.17366 -1.22124 -2.21011 -0.1211 -0.2921 0.1717 -0.324
C -4.52363 0.20349 -1.15334 0.0045 0.0936 -0.0838 -0.124
C -0.91974 5.13320 -0.27716 -0.0072 -0.0043 0.0080 -0.055
H 2.47436 0.69484 -0.07290 0.0127 -0.0048 -0.0142 0.109
N 0.37372 -2.83848 -1.17880 -0.0206 -0.0488 0.0112 -0.194
N 5.37194 0.82045 4.04745 -0.0136 0.0115 0.0209 0.167
H -2.49890 -2.36153 -4.46103 -0.0017 -0.0091 -0.0157 0.109
C 5.26082 0.92856 7.57445 0.0067 0.0009 -0.0059 -0.016
C 0.02066 3.25129 -5.05678 0.0161 -0.0385 0.0147 0.055
N 0.47023 -0.16165 -2.56988 -0.0829 -0.1698 0.0650 -0.139
C -0.74259 1.73341 -3.36099 -0.0442 0.0434 -0.1020 -0.156
N 1.15017 -0.10686 1.27379 0.0057 -0.0227 0.0008 -0.001
C -0.36027 -4.12391 -1.09036 0.0130 0.0383 0.0382 -0.238
C -4.04653 0.90540 0.99569 0.0227 0.0331 -0.0222 -0.208
H 1.93594 3.32597 -2.12304 0.0046 0.0030 -0.0009 0.115
H 1.49854 -3.37118 -2.88918 0.0127 0.0045 0.0067 0.132
C -2.94542 -2.41895 1.56816 -0.1393 0.0445 -0.0522 -0.633
C -3.38167 -1.83802 -4.11576 0.0251 0.0354 0.0095 -0.015
F 2.57473 0.76772 -4.41884 -0.0674 -0.0922 0.0751 0.064
H -1.72706 5.62393 0.25687 -0.0014 0.0068 -0.0005 0.107
C 4.04646 0.58334 4.30628 -0.0157 -0.0058 -0.0287 -0.280
H -4.61885 1.80499 0.73755 0.0058 0.0009 0.0160 0.116
H 4.24600 1.11613 1.59482 0.0008 -0.0026 -0.0119 0.110
H 1.65391 5.76313 -2.35316 0.0041 -0.0006 -0.0022 0.104
H 1.82406 -1.22342 -3.78792 -0.0318 0.0293 -0.1230 0.117
C -4.52718 -1.80166 -4.87391 -0.0006 -0.0012 -0.0073 -0.083
H -4.54590 -2.11318 0.17921 0.0517 -0.0652 0.0186 0.045
C 1.16201 2.47900 -5.11382 -0.0103 0.0113 -0.0405 -0.226
H 1.57934 -0.39990 4.59571 0.0049 -0.0026 0.0080 0.114
H 5.81089 0.81397 3.14467 0.0100 0.0052 0.0128 0.152
H 4.47552 0.81630 8.30925 -0.0071 -0.0002 0.0073 0.111
H -0.07559 -0.80584 2.76399 -0.0052 -0.0183 -0.0027 0.091
H 1.01931 -4.42056 1.19952 0.0022 0.0012 -0.0057 0.073
C -5.65515 -1.09451 -4.44334 0.0113 0.0057 0.0185 -0.104
H -6.45196 0.11487 -2.87763 -0.0070 0.0031 0.0025 0.107
H 8.59358 1.51812 7.30439 0.0062 -0.0002 0.0025 0.100
F -1.72683 1.43786 -2.45374 -0.0089 0.1003 -0.0243 0.000
C -5.59251 -0.44279 -3.23497 -0.0206 -0.0096 -0.0225 -0.055
I -4.42986 -4.75768 0.23065 0.0185 -0.0086 -0.0010 0.852
F 2.15245 2.83057 -5.95349 -0.0303 -0.0015 0.0177 0.084
H -3.06582 2.04662 2.54391 -0.0343 0.0037 -0.0072 0.114
N -3.54057 -2.74980 2.73238 -0.0065 -0.0077 0.0110 0.163
H 6.82297 1.26429 8.98621 0.0029 0.0012 0.0070 0.099
C -1.69656 3.05024 0.73219 0.0057 -0.0277 0.0175 -0.094
H -6.55003 -1.05798 -5.04833 -0.0074 0.0011 -0.0022 0.095
H 0.37875 -4.94224 -1.07841 -0.0048 0.0014 -0.0089 0.123
C 7.31656 1.22424 5.62579 -0.0045 -0.0036 0.0083 -0.024
H -2.35752 3.69914 1.32412 0.0034 0.0120 0.0007 0.128
C -4.44415 -0.47684 -2.42702 -0.0433 -0.0183 0.0573 -0.150
C 1.43914 -1.22470 -2.77210 0.1114 0.1298 0.0529 -0.216
C 3.31472 0.66427 1.90998 -0.0021 -0.0174 0.0021 0.009
C -2.80660 1.29612 1.78828 0.0412 -0.0084 0.0105 -0.231
H 2.10523 -3.15116 1.75337 0.0045 0.0072 0.0102 0.080
C 1.81534 -0.16880 3.56714 -0.0286 0.0264 -0.0183 0.011
H -0.86031 -4.14961 -0.11967 -0.0109 0.0208 -0.0196 0.096
C 0.39505 0.90221 -3.39955 0.0924 0.0983 -0.0634 -0.197
C -0.92755 2.84939 -4.13690 -0.0073 -0.0027 0.0060 -0.226
H -0.08224 -2.61506 -3.19230 -0.0302 -0.0031 -0.0317 0.100
H -4.68994 0.27351 1.61809 -0.0043 -0.0130 0.0224 0.116
C 1.14075 3.84375 -1.60014 -0.0271 -0.0273 0.0247 -0.016
H -0.11277 4.12394 -5.67602 -0.0027 0.0079 -0.0046 0.132
O 0.45375 1.78024 -0.72109 -0.1198 -0.0176 0.0015 -0.289
C -0.78131 3.74305 -0.13983 0.0126 -0.0111 -0.0025 -0.146
H -1.94984 -5.29526 -1.89604 -0.0123 0.0154 0.0127 0.051
O -1.89580 -1.79144 1.53618 0.1596 -0.0946 0.0168 -0.071
H -4.54973 -2.31957 -5.82535 -0.0010 -0.0033 -0.0018 0.103
N 3.76742 0.57796 5.57936 0.0325 -0.0108 0.0012 0.181
H -2.40933 0.42067 2.30500 -0.0026 0.0148 -0.0123 0.084
C 4.97352 0.82327 6.21355 -0.0345 -0.0068 0.0123 -0.226
Bi -0.82788 -0.14582 -0.69832 0.2593 0.0735 -0.1532 2.060
C 3.05928 0.35850 3.24235 0.0047 0.0039 0.0212 -0.131
C 1.36014 1.36288 -4.32447 0.0441 -0.0313 0.0649 -0.142
C -0.06857 5.86864 -1.06583 0.0067 -0.0224 -0.0063 -0.103
N -3.66228 0.18172 -0.21286 -0.0141 0.1064 0.0164 -0.028
H 8.09946 1.33862 4.88798 0.0053 0.0016 -0.0061 0.108
H -2.05337 -3.58331 -2.34127 -0.0579 0.0461 0.0174 0.041